120
Properties=species:S:1:pos:R:3:forces:R:3:mulliken_charge:R:1 method="wB97M-V/def2-TZVPD" lumo_energy_ev=0.178 orbital_gap_ha=0.3469 e_tot_ev=-128343.693 largest_force_ev_per_a=1.91 multiplicity=1
O -4.512734 1.275498 2.314818 -0.16 -0.02 -0.31 -0.54
S -3.725370 1.936523 3.285517 0.89 0.68 0.30 1.06
O -3.249515 1.218430 4.416081 -0.23 -0.19 0.21 -0.59
O -2.472720 2.643329 2.579617 -0.53 -0.41 -0.14 0.18
C -2.239043 3.905302 3.240947 -1.01 0.08 0.24 -0.57
C -3.663369 4.437985 3.406803 0.87 0.57 0.10 -0.31
O -4.409691 3.281134 3.808317 -0.36 -0.46 -0.47 -0.36
H -1.861809 3.724389 4.246502 0.68 0.02 -0.29 0.27
H -1.641991 4.506586 2.565555 0.28 0.11 0.32 0.46
H -4.003768 4.910149 2.485262 -0.41 -0.32 0.01 0.22
H -3.718689 5.141345 4.233911 -0.08 0.07 -0.07 0.34
O -4.558388 -3.980653 -1.510742 0.58 -0.05 -0.08 -0.39
S -5.299276 -3.560499 -0.389035 -0.81 0.07 0.80 0.97
O -6.718343 -3.567314 -0.465610 -0.13 -0.05 0.19 -0.58
O -4.833247 -4.318821 0.941439 0.18 0.01 -0.56 -0.35
C -4.644966 -3.407785 2.017250 -0.31 0.11 1.45 -0.34
C -4.856267 -1.955596 1.496800 0.42 -1.69 0.79 0.39
O -4.813317 -2.137099 0.096332 0.22 0.96 -0.98 -0.24
H -5.353904 -3.647025 2.814132 -0.21 0.02 -0.26 0.32
H -3.672623 -3.558651 2.488805 0.24 -0.03 -0.58 0.18
H -4.003992 -1.369509 1.817778 -0.16 0.42 -0.26 -0.32
H -5.794108 -1.564387 1.879965 -0.09 0.28 -0.45 0.38
O 0.215463 2.348316 3.380143 0.21 0.50 0.20 -0.50
S 0.802183 1.146330 3.861341 -0.62 0.19 0.43 0.89
O 1.655344 0.457890 2.958181 0.22 -0.48 0.18 -0.53
O 1.470765 1.368533 5.280686 0.23 0.23 -0.50 -0.37
C 0.763696 0.673106 6.352754 0.32 0.17 -0.51 -0.38
C -0.612595 0.426291 5.765887 -0.32 0.68 0.45 -0.51
O -0.345243 0.198762 4.383635 -0.01 -0.74 -0.70 -0.15
H 1.328201 -0.237696 6.535860 -0.17 -0.06 0.23 0.32
H 0.774756 1.382725 7.173279 -0.08 -0.27 0.25 0.28
H -1.250931 1.309543 5.844547 0.13 0.06 -0.02 0.27
H -1.166834 -0.397086 6.202109 0.32 -0.38 -0.29 0.43
O 1.973029 -2.164149 -4.808705 -0.17 0.22 -0.05 -0.48
S 2.581207 -3.400666 -4.474154 -0.12 -0.44 0.96 1.09
O 3.121140 -4.230103 -5.482179 0.29 0.02 -0.07 -0.62
O 3.649983 -3.114147 -3.289008 -0.25 0.26 -0.43 -0.29
C 3.206086 -3.662875 -2.045819 0.21 -0.36 0.69 0.18
C 1.719969 -3.930495 -2.215190 0.48 -0.20 0.23 0.35
O 1.608570 -4.303833 -3.584568 -0.08 0.26 -0.61 -0.33
H 3.824594 -4.540789 -1.844847 -0.32 -0.19 -0.12 0.31
H 3.337516 -2.997606 -1.188704 0.24 0.44 -0.44 -0.22
H 1.152890 -3.029476 -1.979680 -0.28 -0.15 -0.16 -0.45
H 1.400853 -4.781149 -1.621535 -0.22 0.10 0.02 0.42
C 0.010331 0.732875 -0.483853 0.41 0.50 0.99 0.96
C -1.509459 0.559715 -0.379264 0.21 0.55 0.08 0.56
C -1.650752 -0.785215 0.321476 -0.52 -0.30 -0.75 0.26
O -0.460783 -1.518519 0.057282 0.20 -0.15 0.16 -0.73
C 0.635276 -0.629613 -0.189942 -0.17 -0.61 -0.66 1.42
H 0.308909 1.382457 0.344705 0.10 0.28 -0.32 -0.79
H 0.339127 1.152307 -1.432377 0.03 0.07 0.03 0.26
H -1.994947 0.649905 -1.352816 0.02 -0.59 -0.05 0.40
H -1.943232 1.375761 0.201793 0.02 -0.17 0.19 -0.69
H -2.470720 -1.345835 -0.131930 0.01 -0.14 0.19 -0.18
H -1.852879 -0.699878 1.395600 0.29 0.15 0.06 -0.07
H 1.196144 -1.003560 -1.057887 -0.26 -0.08 -0.09 -1.06
H 1.358929 -0.686344 0.626773 -0.29 0.43 0.26 -0.13
C -2.346737 -2.938199 -5.420615 -0.88 -0.04 -0.55 -0.67
C -2.017125 -1.666053 -4.672654 0.44 0.70 0.70 -0.56
C -1.584898 -2.190849 -3.260084 0.28 0.13 -1.77 1.38
O -1.920074 -3.566105 -3.248613 -0.09 -0.26 0.60 -0.46
C -2.871019 -3.808740 -4.288863 0.75 0.25 0.24 -0.42
H -1.477270 -3.356589 -5.927278 0.09 -0.19 0.29 0.23
H -3.115981 -2.812090 -6.188061 0.06 0.19 0.02 0.38
H -2.852772 -0.965490 -4.614560 -0.18 -0.24 0.02 0.35
H -1.177128 -1.092590 -5.069062 -0.10 -0.12 -0.32 0.33
H -2.017098 -1.595178 -2.456900 -0.03 -0.27 0.25 -0.32
H -0.494666 -2.123893 -3.297094 0.04 0.03 0.74 -0.93
H -3.848705 -3.474371 -3.930196 -0.16 -0.13 -0.27 0.23
H -2.875804 -4.874617 -4.502497 -0.06 -0.03 0.08 0.37
C 2.301898 4.083986 -1.073490 -0.81 0.37 0.33 -0.57
C 2.879967 3.107680 -0.066139 1.61 0.28 -0.32 0.55
C 3.204618 4.011109 1.143882 -1.49 0.19 -0.69 -0.34
O 2.360545 5.174413 0.969062 0.10 0.15 0.01 -0.51
C 1.465149 4.927647 -0.118947 -0.12 -0.05 0.58 0.06
H 1.762956 3.622385 -1.899349 -0.07 -0.07 0.07 0.34
H 3.057493 4.758643 -1.481303 0.15 -0.19 -0.05 0.34
H 3.828924 2.701069 -0.433770 -0.24 -0.40 0.01 0.35
H 2.184382 2.309377 0.173546 0.01 -0.02 0.07 -0.66
H 4.221098 4.394486 1.132857 0.18 -0.35 0.29 0.33
H 2.898778 3.491053 2.053445 0.46 0.21 0.27 0.10
H 1.092091 5.874233 -0.509725 0.25 0.09 0.01 0.37
H 0.601606 4.399523 0.315914 -0.06 -0.22 -0.46 -0.35
C 4.599191 1.544964 -4.338433 -0.74 0.95 -0.53 -0.86
C 3.995836 0.258050 -3.778806 0.42 -0.37 -0.08 -0.02
C 2.626131 0.648807 -3.227530 -0.19 0.89 -0.07 0.58
O 2.407956 1.995847 -3.697985 -0.34 -0.02 0.28 -0.44
C 3.658084 2.630439 -3.803256 1.11 0.32 -0.06 -0.26
H 4.431242 1.590066 -5.417672 0.30 -0.39 -0.03 0.25
H 5.653250 1.747595 -4.164910 0.00 -0.18 0.27 0.39
H 4.600282 -0.191304 -2.990337 0.11 -0.09 -0.14 0.30
H 3.926127 -0.414828 -4.628548 -0.19 -0.46 0.35 0.00
H 2.566276 0.671028 -2.131292 0.39 -0.10 0.02 -0.55
H 1.794497 0.032244 -3.563872 0.09 0.02 -0.26 0.17
H 4.081471 3.069977 -2.885719 -0.55 -0.41 0.41 0.00
H 3.593707 3.487178 -4.476275 -0.34 -0.16 -0.18 0.46
N 5.154942 -3.362362 1.138274 -0.76 0.04 -0.12 -0.41
C 4.136446 -2.587703 1.657557 0.94 0.89 1.05 0.59
N 4.061412 -1.317071 1.122270 -0.12 -0.49 -0.42 -0.19
O 3.492999 -2.914006 2.635317 -0.22 -0.33 -0.46 -0.61
H 5.693432 -3.036322 0.356956 0.06 -0.25 -0.04 0.19
H 5.101138 -4.339019 1.363332 0.21 -0.07 -0.13 0.25
H 4.561568 -1.104065 0.278266 0.10 0.27 0.15 0.18
H 3.757704 -0.571571 1.724686 -0.25 -0.03 -0.05 0.13
N -2.486280 4.074983 -0.341926 -0.23 -0.10 0.43 -0.21
C -2.550676 5.456261 -0.295477 1.34 0.56 -1.08 0.56
N -2.806705 6.015526 -1.520631 -0.24 -0.41 -0.57 -0.42
O -2.289674 6.137614 0.678695 -0.77 -0.33 0.60 -0.60
H -2.268507 3.631510 0.536077 0.09 0.02 0.01 -0.18
H -2.033700 3.637504 -1.128524 -0.18 0.09 -0.11 0.33
H -2.814788 5.447191 -2.350428 -0.21 -0.11 0.16 0.15
H -2.839364 7.001423 -1.696113 0.20 0.13 0.57 0.23
N -0.144329 -4.735436 4.300418 -0.61 0.28 -0.90 -0.45
C -0.113553 -3.356910 4.298867 1.55 -0.23 0.30 0.70
N -0.012777 -2.800154 3.055994 -0.74 -0.28 0.32 0.18
O -0.029515 -2.702940 5.327332 -0.44 0.11 0.13 -0.66
H -0.177933 -5.177996 3.399175 0.12 -0.31 0.22 0.14
H 0.076019 -5.293104 5.100979 -0.05 0.29 0.23 0.21
H 0.044228 -3.368233 2.231553 0.11 0.26 -0.12 0.10
H 0.164189 -1.814840 3.008442 0.04 0.06 -0.11 -0.21